Formula: C32H62N6O6S6
Source: the Open Molecules 2025 dataset
Level of theory: ωB97M-V/def2-TZVPD

Values from the calculation:
**Lowest unoccupied orbital energy**: -0.10 eV
**ΔE to the lowest compared entry with this formula, charge and spin**: 0.000 eV

Geometry as XYZ:
```
112
Properties=species:S:1:pos:R:3:forces:R:3:lowdin_charge:R:1
C 2.34658 -1.33268 2.64996 0.60 0.17 0.02 -0.306
S 2.44016 -2.37456 4.10466 0.17 0.17 0.12 0.801
O 1.51889 -3.51702 3.93672 -0.37 -0.30 -0.17 -0.549
C 4.08086 -2.99754 3.75849 0.37 -0.11 0.15 -0.271
H 3.09763 -0.54956 2.80854 -0.11 0.06 -0.06 0.041
H 1.35175 -0.90797 2.57021 -0.06 -0.07 -0.07 0.030
H 2.65051 -1.84564 1.73840 -0.30 -0.20 0.00 0.054
H 4.29746 -3.76677 4.49816 -0.08 0.02 0.04 0.051
H 4.81676 -2.19900 3.86586 -0.05 0.02 -0.09 0.057
H 4.11829 -3.44104 2.76443 -0.06 0.06 -0.04 0.057
C -6.08303 -1.71778 -1.82102 -0.65 -0.05 -0.37 -0.258
S -4.78253 -1.25208 -2.95611 -0.15 0.38 0.26 0.839
O -3.58876 -1.04807 -2.07892 0.32 -0.23 -0.23 -0.570
C -4.58718 -2.84859 -3.74346 -0.28 -0.16 -0.52 -0.254
H -6.17006 -0.94301 -1.06314 0.29 -0.06 0.14 0.062
H -5.87194 -2.70464 -1.41851 -0.05 0.04 0.24 0.042
H -7.03946 -1.73725 -2.35043 0.11 -0.12 -0.10 0.063
H -4.16512 -2.71823 -4.73952 0.33 0.10 0.17 0.054
H -5.55921 -3.31659 -3.91007 0.00 0.00 0.27 0.062
H -3.94632 -3.45092 -3.10288 -0.07 -0.09 0.01 0.049
C 2.95246 2.46315 -2.40873 0.35 -0.65 -0.27 -0.265
S 1.95121 3.91827 -2.16334 0.29 0.14 0.05 0.820
O 0.68447 3.62704 -2.87983 -0.42 -0.10 -0.18 -0.554
C 1.61106 3.70336 -0.42371 -0.04 -0.16 0.53 -0.275
H 3.90036 2.43155 -1.87113 -0.12 0.34 0.19 0.038
H 3.18661 2.40574 -3.47311 -0.11 0.14 -0.02 0.051
H 2.36802 1.58083 -2.14985 -0.06 0.06 0.16 0.023
H 2.53846 3.55652 0.13273 0.05 0.22 -0.04 0.040
H 0.98244 2.83161 -0.24633 0.01 -0.08 -0.32 0.014
H 1.07841 4.58081 -0.06129 0.11 0.10 -0.06 0.053
C -0.83095 -3.63336 -3.15594 -0.36 -0.18 -0.22 -0.255
S 0.16075 -3.28617 -1.70937 0.16 -0.23 -0.21 0.851
O 0.87814 -2.02108 -2.05443 0.02 -0.11 0.13 -0.572
C 1.34753 -4.61637 -1.96207 -0.05 0.35 -0.03 -0.238
H -1.57182 -2.83569 -3.21768 0.06 0.04 -0.03 0.028
H -1.34692 -4.59233 -3.07498 0.03 0.03 0.21 0.061
H -0.20539 -3.65550 -4.04869 0.10 0.18 0.07 0.067
H 1.86439 -4.41085 -2.89940 -0.04 -0.07 -0.05 0.060
H 0.80175 -5.55635 -1.99565 0.13 -0.12 0.09 0.058
H 2.06789 -4.57887 -1.14880 -0.07 -0.14 0.09 0.055
C -3.87343 -3.03260 0.74348 0.39 -0.06 -0.19 -0.263
S -5.35734 -3.46206 1.67026 0.56 -0.01 -0.38 0.795
O -5.64783 -4.86145 1.26928 -0.37 -0.14 -0.15 -0.551
C -4.52623 -3.56538 3.23885 -0.85 0.32 0.99 -0.277
H -3.27618 -2.29134 1.27466 -0.08 0.06 -0.04 0.048
H -4.08980 -2.67343 -0.25932 -0.13 0.12 0.13 -0.002
H -3.31093 -3.96355 0.64603 0.02 -0.01 0.18 0.064
H -3.79478 -4.36625 3.27516 0.22 0.09 -0.22 0.068
H -5.32319 -3.78348 3.95732 0.11 -0.21 -0.05 0.052
H -4.15968 -2.58084 3.53577 0.33 -0.11 -0.19 0.051
C -4.02375 1.40111 2.07168 -0.18 -0.05 -0.59 -0.265
S -3.24328 2.71466 3.00755 0.01 -0.04 -0.05 0.779
O -4.34357 3.61566 3.42798 -0.15 0.12 0.06 -0.538
C -2.82325 1.69716 4.42936 0.08 -0.35 0.03 -0.257
H -3.32568 0.59676 1.82733 0.03 -0.03 0.31 0.046
H -4.34144 1.82482 1.11713 -0.03 0.14 0.11 0.026
H -4.89919 1.06099 2.62546 0.09 -0.12 0.07 0.059
H -2.73225 2.33937 5.30121 0.05 0.13 -0.07 0.058
H -1.86585 1.21164 4.23458 0.00 0.02 0.03 0.042
H -3.59804 0.94931 4.59929 -0.06 0.09 0.05 0.047
C -1.08988 -0.07842 -0.88268 -0.18 -1.77 1.19 -0.067
C 0.22333 0.14160 -0.30458 -0.03 0.32 -0.29 -0.251
N 1.26292 0.26923 0.16475 0.15 0.13 0.14 0.186
H -1.88334 0.47081 -0.38556 0.13 0.71 -0.47 0.064
H -1.33346 -1.10367 -0.54911 0.04 0.09 -0.26 0.068
H -1.09532 -0.15283 -1.95959 -0.06 0.59 -0.11 0.061
C 0.70049 0.28211 -3.99008 -0.23 -0.23 -0.72 -0.087
C 1.47250 0.77280 -5.12819 -0.19 0.10 0.54 -0.287
N 2.00758 1.15443 -6.06449 0.34 0.10 -0.37 0.137
H 1.31151 -0.02912 -3.15334 0.16 0.12 0.00 0.028
H 0.19454 -0.60903 -4.37099 -0.18 0.02 0.30 0.078
H -0.02786 1.03795 -3.69925 0.08 0.07 0.08 0.079
N 1.53547 1.75165 3.69300 -0.24 -0.16 -0.39 0.019
C 1.66509 2.28704 4.93449 -0.20 0.68 0.40 -0.140
C 0.77963 3.33782 5.03079 -0.28 -0.46 -0.02 -0.097
C 0.04427 3.38538 3.81228 0.07 0.08 0.11 -0.131
C 0.54113 2.40456 3.00003 0.33 -0.42 0.15 -0.141
H 2.01289 0.94862 3.32336 0.06 0.16 0.14 0.078
H 2.32086 1.90569 5.69796 0.18 -0.14 -0.20 0.106
H 0.58760 3.92300 5.91471 0.13 0.08 -0.03 0.091
H -0.79956 4.01458 3.58943 0.13 0.19 -0.07 0.074
H 0.29178 2.03909 2.01833 -0.12 0.24 -0.08 0.083
N -4.81161 2.53513 -2.02641 0.44 -0.61 -0.29 0.012
C -5.10864 3.71540 -1.40672 -0.32 -0.17 -0.07 -0.133
C -4.03089 4.06297 -0.64540 0.06 0.09 -0.11 -0.103
C -3.02764 3.07411 -0.85683 0.09 0.48 0.57 -0.121
C -3.53554 2.13563 -1.70740 -0.18 0.32 0.09 -0.145
H -5.38360 2.00019 -2.65380 -0.21 0.28 -0.03 0.131
H -6.05684 4.19276 -1.58260 -0.01 0.06 0.13 0.108
H -3.96323 4.93458 -0.01711 0.05 0.02 0.00 0.100
H -2.06593 3.12021 -0.36948 0.12 -0.26 -0.23 0.092
H -3.12220 1.22659 -2.09724 -0.05 -0.05 -0.09 0.065
N 6.40895 2.55272 2.20834 0.20 0.01 -0.21 0.003
C 5.07844 2.27640 2.08890 0.04 -0.33 0.07 -0.136
C 4.84102 1.90678 0.78697 -0.12 0.37 0.00 -0.133
C 6.06281 2.06588 0.07624 0.30 -0.59 0.13 -0.111
C 7.02366 2.40355 0.99295 -0.15 0.63 0.12 -0.129
H 6.88971 2.80618 3.05131 -0.12 0.07 0.05 0.144
H 4.43331 2.36791 2.94277 -0.19 -0.08 0.05 0.095
H 3.89784 1.57686 0.37892 -0.05 0.08 0.05 0.063
H 6.24629 1.86309 -0.96636 -0.08 0.02 -0.02 0.087
H 8.05612 2.69029 0.89020 0.06 -0.21 -0.14 0.107
N 3.65438 -1.25160 -2.12858 0.08 -0.11 0.76 0.016
C 3.89192 -1.55709 -3.44048 -0.30 0.03 0.39 -0.150
C 5.21353 -1.31148 -3.69542 -0.12 -0.14 -0.16 -0.105
C 5.79917 -0.86903 -2.47888 0.21 -0.05 -0.40 -0.116
C 4.81898 -0.86322 -1.52097 0.26 0.28 -0.46 -0.144
H 2.76817 -1.36456 -1.65404 0.01 -0.04 -0.22 0.082
H 3.08066 -1.95135 -4.02841 0.09 0.11 -0.23 0.101
H 5.68390 -1.44644 -4.65495 0.12 0.04 0.04 0.090
H 6.83171 -0.57901 -2.37056 -0.02 -0.01 0.21 0.089
H 4.91499 -0.54121 -0.49911 -0.37 -0.09 0.10 0.089
```
Forces are in eV/Å.